Computed, not measured: C27H37BrN3PS2Tc as an isolated structure at a distorted geometry, with the ωB97M-V functional and the def2-TZVPD basis.

Computed properties:
- maximum force (eV Å⁻¹) = 2.2
- 2S+1 = 4
- LUMO (alpha / beta) (eV) = -8.082 / -8.992
- HOMO level (alpha / beta) (eV) = -15.102 / -15.399
- total charge = +2
- energy relative to the best compared isomer or geometry (same formula, charge and spin) (eV) = 0.433
- Kohn-Sham gap (alpha / beta) (eV) = 7.019 / 6.407
- <S²> = 3.791

Each line ends with the Löwdin charge.
CARTESIAN COORDINATES (ANGSTROEM)
Tc1 1.4483 -0.4025 1.5797  0.82
S1 2.8898 1.3154 1.2162  0.76
C1 2.3264 2.6169 2.2451  -0.63
C2 2.8265 3.9486 1.9314  -0.21
N1 3.1011 5.0503 1.7064  0.24
C3 1.4129 2.3596 3.1991  -0.71
S2 0.7622 0.7866 3.3905  0.73
C4 0.7805 3.4370 3.8194  -0.25
N2 0.1796 4.2992 4.2965  0.26
C5 -3.7441 2.9804 1.2754  -0.19
C6 -2.5396 3.5392 0.5217  -0.15
C7 -1.2645 2.6138 0.5779  -0.16
C8 -1.6820 1.1312 0.3171  -0.40
C9 -2.5961 0.6848 1.4654  -0.19
C10 -3.3221 1.8489 2.2359  -0.16
P1 -0.2647 0.0024 -0.0378  1.05
C11 0.2825 0.2644 -1.8096  -0.38
C12 1.5543 1.1446 -1.9698  -0.23
C13 1.8263 1.3419 -3.4771  -0.19
C14 0.7310 2.1152 -4.1418  -0.19
C15 -0.5606 2.1358 -3.2962  -0.16
C16 -0.8257 0.7220 -2.7679  -0.18
C17 -0.6806 -1.7515 -0.0547  -0.44
C18 -0.5926 -2.3256 1.3970  -0.24
C19 -0.5847 -3.8925 1.3849  -0.16
C20 -1.6350 -4.3453 0.3536  -0.17
C21 -2.7099 -3.2667 0.0919  -0.17
C22 -2.0494 -2.0999 -0.6366  -0.17
H1 -4.5247 2.5949 0.6274  0.11
H2 -4.1869 3.8317 1.8359  0.13
H3 -2.1813 4.4552 0.9078  0.10
H4 -2.8572 3.6961 -0.5120  0.12
H5 -0.8160 2.5908 1.5480  0.07
H6 -0.5664 3.0149 -0.1398  0.09
H7 -2.2817 1.0525 -0.5738  0.10
H8 -2.0314 0.1595 2.2664  0.08
H9 -3.3815 -0.0195 1.1177  0.12
H10 -2.5775 2.3542 2.8706  0.11
H11 -4.1986 1.4947 2.7914  0.13
H12 0.5395 -0.7021 -2.0991  0.08
H13 2.4191 0.6712 -1.4827  0.04
H14 1.4556 2.1152 -1.4694  0.11
H15 1.9111 0.3695 -4.0047  0.12
H16 2.8382 1.7859 -3.6771  0.14
H17 0.4712 1.6597 -5.1192  0.13
H18 1.0094 3.1206 -4.4273  0.12
H19 -1.4166 2.4708 -3.8667  0.12
H20 -0.4808 2.8036 -2.3978  0.11
H21 -0.8784 0.0166 -3.5794  0.13
H22 -1.8182 0.6108 -2.3752  0.09
H23 0.2257 -2.1947 -0.5258  0.12
H24 -1.4707 -2.1166 2.0791  0.13
H25 0.3341 -2.1485 2.0808  0.07
H26 -0.7994 -4.2743 2.3756  0.12
H27 0.3979 -4.2391 1.0374  0.11
H28 -2.1136 -5.2651 0.6973  0.12
H29 -1.1132 -4.5794 -0.5868  0.12
H30 -3.0854 -3.0336 1.0566  0.10
H31 -3.5140 -3.6748 -0.5123  0.13
H32 -2.7460 -1.2684 -0.5894  0.10
H33 -1.9026 -2.4086 -1.6965  0.14
Br1 5.8465 -4.9650 -1.0576  0.86
C23 4.7336 -3.6367 -0.2467  -0.60
C24 4.1270 -2.6554 -1.0646  -0.06
C25 3.1828 -1.8278 -0.5649  -0.16
N3 2.8430 -1.7747 0.7044  -0.14
C26 3.5458 -2.5742 1.5294  -0.10
C27 4.4994 -3.5076 1.1192  -0.04
H34 4.3692 -2.5596 -2.1367  0.14
H35 2.7426 -1.0509 -1.1989  0.09
H36 3.4058 -2.4928 2.6098  0.13
H37 4.9749 -4.1532 1.8360  0.13